12 unconnected molecules or ions with the total composition C45H109N5O12. Source: OMol25; level of theory: wB97M-V/def2-TZVPD.

Structure (ORCA input):
```
! RIJCOSX wB97M-V def2-TZVPD def2/J DEFGRID3
* xyz 1 2
H -10.22634 2.84878 -11.61150
H -5.70002 8.33004 -14.58170
H -5.87039 -0.19296 -12.41919
H 0.93239 1.90859 -8.52744
C -0.80082 3.88199 -11.89387
H 1.00025 6.63761 -14.20635
C -2.28055 -2.31267 -8.85851
N -6.77925 7.33826 -12.43373
C -4.81044 -4.05717 -11.06953
H -5.60062 -3.44260 -16.05217
H -3.78254 -4.07877 -20.69784
H -6.44418 1.20230 -10.15539
C -2.81288 0.75974 -13.04934
C -3.17665 3.57877 -11.17890
C -6.83628 -0.66273 -12.23354
C -7.88850 0.06558 -11.31428
H -7.77286 4.84419 -12.37309
H -0.83976 4.96320 -12.02648
C -10.05642 -1.21351 -12.07833
H -3.73314 3.89688 -16.45631
H -2.06369 3.55932 -16.24913
C -3.24331 -2.03382 -16.05708
C -4.47880 -3.25042 -20.56679
H 1.33317 2.23546 -11.01611
C -7.43412 6.68943 -11.26875
H -2.77120 -1.77074 -8.05000
C -4.18897 -2.26275 -17.28793
H -4.43724 -4.72745 -8.04763
H -9.04404 8.92765 -13.40647
H -1.80834 1.13282 -14.97896
H -1.69189 -2.44926 -20.62166
C -7.34820 0.61785 -9.98432
H -9.48703 7.67846 -14.61943
H -11.17213 2.86546 -13.07247
C -7.57232 5.11533 -11.33658
H -3.74205 -1.63468 -15.17388
C -5.75243 -0.72895 -18.83639
C -2.93758 -1.58278 -10.03760
C -2.78951 1.23081 -14.51442
H -8.22000 4.65836 -10.58839
C -9.22490 1.16148 -14.34572
H -9.70625 6.07397 -12.80862
C -10.64258 0.18170 -12.40569
H -5.01528 2.52869 -13.33887
H 0.88250 2.69124 -14.41670
H -6.91572 6.59433 -9.10892
H -3.51186 0.61622 -15.05162
C -3.04908 3.10235 -16.15817
H -5.28753 -4.93710 -10.63802
C -5.07659 -0.91756 -17.42266
H 1.95904 3.18252 -15.36094
H -5.18215 3.69913 -14.45091
H -10.06727 1.25134 -15.03160
C -6.74599 8.63576 -14.55763
H -10.69835 7.55014 -12.45880
H -6.52861 -1.51963 -11.63424
C -1.46142 -4.28631 -7.62875
H -2.02982 5.39205 -14.16728
H -5.59100 6.01057 -12.89872
C -2.48811 -1.70501 -20.60663
C -2.90144 -4.69932 -12.40498
H -3.45155 4.63310 -11.20950
H -3.98123 0.04394 -19.57296
H -3.37768 -2.06546 -12.16005
C -8.97776 7.87350 -13.67566
O -2.90421 -5.94498 -9.78931
C -2.84309 -2.46832 -11.29981
H 2.07746 0.93528 -10.79826
H -2.49450 -0.28222 -13.01677
O -3.25312 8.03651 -14.98238
C -9.69553 7.13334 -12.55226
H -8.82225 8.40631 -11.12128
O 1.94642 1.63430 -11.43891
H -0.63650 3.70640 -10.83073
C -4.76784 2.69292 -14.38763
H -2.88130 -3.00576 -15.72186
H 0.06085 -0.92608 -16.35699
H -2.70364 3.42450 -10.20908
H -5.65343 6.95312 -10.01682
H -3.36995 -4.26805 -13.28963
C -3.75411 -2.09335 -19.81051
H -6.83358 8.27271 -9.76411
H -9.42787 7.02635 -10.36804
H -2.08204 -0.77975 -20.19785
H -8.52004 1.91180 -14.70393
H -4.61717 -3.05864 -8.12506
H -2.98278 -4.30103 -18.33298
C -8.98516 -0.98502 -10.95591
O 0.60573 6.29308 -15.00753
H 0.25100 7.46263 -12.11426
C -5.11456 -3.44110 -17.02779
H -2.00637 1.25388 -11.28600
H -10.90626 -1.83475 -11.79562
C -9.59757 1.29371 -12.89180
H -9.52267 3.46881 -13.02604
H -8.08894 5.42856 -14.29945
H -1.80342 -2.46712 -11.62718
H 0.39896 0.29797 -15.53281
H -11.25218 0.64503 -11.62993
H -5.21531 -3.84049 -12.05808
H 1.70087 7.59112 -11.69801
H -5.12738 -0.62200 -20.80826
H -5.34778 -3.65046 -20.04435
H -0.03663 3.39172 -12.49699
C -7.45246 6.23430 -14.66520
C -1.90133 1.62820 -12.30431
H -4.65109 -2.84842 -21.56519
H -4.01427 2.88260 -11.22180
H -3.38387 8.34351 -14.08522
H -2.45082 -0.63710 -10.27606
H -1.83271 -4.66995 -12.61724
C -7.45792 7.49091 -13.77441
O -5.46421 6.89412 -12.54535
C -2.53948 -3.83377 -8.67227
C -4.61240 -0.79591 -19.86346
H -3.86170 -5.96553 -9.72319
H -7.82202 6.35297 -15.68374
O -2.84127 4.96662 -13.88066
C -3.23628 2.72579 -14.64191
H -11.39977 0.05572 -13.17957
H -5.85394 -0.94945 -16.65924
H -5.92279 -3.53826 -17.75266
N -2.50300 3.64650 -13.71881
H -3.16881 -5.74371 -12.24411
H -3.70917 -3.63242 -6.81838
C -2.13670 3.18073 -12.29136
H -5.35320 1.93474 -14.90783
O -2.42193 -3.53664 -18.48384
N -3.29393 -2.45458 -18.48463
H -0.89671 1.29864 -12.56932
H -3.20854 7.08342 -14.90579
O 1.52143 2.38591 -15.06072
H -8.52611 -1.97348 -10.93824
H -5.30570 -3.31072 -10.44854
C -3.28281 -3.97352 -11.12364
H -6.56822 4.74356 -11.13247
H -3.12603 2.28596 -16.87628
O 0.85337 2.78699 -8.89947
H -0.53808 -4.60020 -8.11560
C -8.87211 7.32589 -11.25658
H -3.80943 0.85884 -12.61903
N -8.40232 1.27563 -12.01686
O 1.13137 7.59114 -12.46736
H -4.50178 -4.34125 -17.07600
H -3.99496 -1.43155 -9.82040
H -8.07516 1.27503 -9.50709
C -6.71172 7.21200 -9.98354
N -2.60401 -4.59656 -9.96140
H -9.71412 -1.67749 -13.00334
O 0.37200 -0.65799 -15.49238
H -2.54678 -1.20940 -16.20960
C -10.17365 2.66405 -12.68444
H -9.27540 -0.83589 -9.91590
H -7.71230 2.98519 -11.75716
H -1.88440 -5.09011 -7.02618
H -4.53887 0.01090 -17.23053
H -6.70932 9.64416 -14.14547
H 1.00628 3.37540 -8.16013
C -3.86855 -3.81252 -7.88152
H 1.27569 5.71768 -15.37672
H -6.41966 5.92377 -14.82328
O -7.41344 2.20243 -12.22574
H -7.08673 8.64403 -15.59297
H -2.71105 -1.41712 -21.63401
H -6.21079 0.25997 -18.84312
H -1.22009 -2.10623 -8.71397
H -7.09611 -0.11503 -9.21788
H -8.63528 0.25581 -14.48790
H -1.18020 -3.54297 -6.88278
H -6.52746 -1.48821 -18.94102
H -7.17271 -1.14971 -13.14883
*
```

Summary:
DFT total energy: -80437.059 eV
⟨S²⟩: 0.75
HOMO energy (spin up / spin down): -9.69 / -9.69 eV
Orbital gap (spin up / spin down): 7.52 / 3.42 eV